{
  "formula": "C15H32O5RhSbTe",
  "method": "ωB97M-V/def2-TZVPD",
  "charge": 2,
  "s_squared": 6.009,
  "molar_mass_g_mol": 644.68,
  "energy_ha": -1585.083780,
  "spin_multiplicity": 5,
  "symbols": ["Rh", "O", "C", "O", "C", "O", "C", "C", "O", "O", "H", "H", "H", "H", "H", "C", "C", "C", "Sb", "C", "C", "C", "C", "C", "C", "H", "H", "H", "H", "H", "H", "H", "H", "H", "H", "H", "H", "H", "H", "H", "H", "H", "H", "H", "H", "H", "C", "Te", "C", "H", "H", "H", "H", "H", "H"],
  "coordinates": [[-0.7022, 0.6918, 1.3437], [-3.7020, -0.6900, 3.9469], [-2.9646, -0.0114, 3.1223], [-1.7392, -0.1050, 3.0740], [-3.7462, 0.9412, 2.2513], [-2.8769, 1.6069, 1.3496], [-3.3388, 1.7020, -0.0082], [-2.6871, 0.6552, -0.9145], [-3.0010, 0.5212, -2.0596], [-1.7394, -0.0657, -0.3172], [-3.1574, -1.2625, 4.5182], [-4.2217, 1.6691, 2.9181], [-4.5452, 0.3989, 1.7402], [-3.0797, 2.6987, -0.3686], [-4.4237, 1.6119, -0.0590], [2.3513, -0.7639, 1.7205], [2.2267, -1.7495, 0.5657], [3.5286, -1.8534, -0.2236], [0.5814, -1.1512, -0.7208], [1.3421, 0.3304, -2.0716], [0.2701, 1.3246, -2.4991], [2.0122, -0.3261, -3.2806], [-0.2725, -2.8501, -1.6826], [0.8333, -3.8269, -2.0879], [-1.1595, -2.4600, -2.8598], [3.0860, -1.1182, 2.4457], [1.4074, -0.6426, 2.2777], [2.6876, 0.2164, 1.3720], [1.9360, -2.7336, 0.9408], [3.8270, -0.8873, -0.6350], [3.4759, -2.5771, -1.0363], [4.3268, -2.1772, 0.4482], [2.1026, 0.8395, -1.4699], [-0.5632, 0.8361, -3.0054], [0.7085, 2.0459, -3.1898], [-0.1402, 1.8851, -1.6535], [1.2803, -0.8271, -3.9146], [2.7868, -1.0433, -3.0081], [2.4842, 0.4506, -3.8850], [-0.8847, -3.3048, -0.8983], [1.4727, -3.4060, -2.8660], [0.3710, -4.7248, -2.5003], [1.4559, -4.1392, -1.2485], [-0.5670, -2.0713, -3.6892], [-1.9143, -1.7185, -2.5949], [-1.6712, -3.3519, -3.2225], [2.0221, 3.3766, 1.7444], [-0.0905, 3.3141, 1.5282], [-0.5713, 3.5963, 3.5864], [2.3059, 4.4000, 1.9732], [2.4688, 3.0793, 0.7988], [2.3270, 2.7045, 2.5416], [0.3651, 3.7018, 4.1282], [-1.1214, 2.7383, 3.9602], [-1.1626, 4.5022, 3.6746]]
}